[1]
The following is a DFT calculation (wB97M-V/def2-TZVPD) of one molecule with the formula C2HNO2.

```
6
Properties=species:S:1:pos:R:3:nbo_charge:R:1
N 0.101 -1.637 -1.531 -0.30
C 0.134 -1.007 -0.533 0.09
C -0.255 0.129 0.580 0.80
O -0.900 -0.319 1.404 -0.48
O 0.085 1.333 0.355 -0.64
H 0.836 1.500 -0.274 0.53
```

Results
relative energy (zero: lowest compared OMol25 entry of this formula, charge and spin)	31.50	kcal/mol
HOMO-LUMO gap	11.8990	eV

=====

[2]
The following is a DFT calculation (wB97M-V/def2-TZVPD) of C30H32BCl3N12PmSi as an isolated structure.

```
80
Properties=species:S:1:pos:R:3:mulliken_spin:R:1
Pm -0.233 0.167 -0.364 4.02
C 2.868 -1.815 -0.334 0.00
N 2.530 -0.448 -0.772 -0.01
C 2.833 -0.349 -2.201 0.00
C 1.867 -1.106 -3.068 0.00
C 2.240 -1.407 -4.367 0.00
C 1.340 -2.043 -5.199 0.00
C 0.088 -2.360 -4.704 0.00
C -0.211 -2.015 -3.404 0.00
N 0.660 -1.416 -2.571 0.00
C 3.363 0.536 -0.081 0.00
C 2.946 0.832 1.334 0.00
C 3.880 1.400 2.188 0.00
C 3.480 1.811 3.444 0.00
C 2.154 1.630 3.808 0.00
C 1.295 1.049 2.903 0.00
N 1.673 0.642 1.679 0.00
C 2.041 -2.425 0.762 0.00
C 2.632 -3.346 1.615 0.00
C 1.840 -4.076 2.484 0.00
C 0.470 -3.877 2.454 0.00
C -0.030 -2.924 1.591 0.00
N 0.729 -2.180 0.776 0.00
H 3.924 -1.863 -0.058 0.00
H 2.744 -2.481 -1.187 0.00
H 3.854 -0.696 -2.403 0.00
H 2.791 0.695 -2.493 0.00
H 3.231 -1.131 -4.717 0.00
H 1.608 -2.279 -6.222 0.00
H -0.662 -2.838 -5.319 0.00
H -1.194 -2.218 -3.011 0.00
H 3.327 1.468 -0.649 0.00
H 4.408 0.221 -0.084 0.00
H 4.906 1.523 1.857 0.00
H 4.189 2.266 4.126 0.00
H 1.785 1.935 4.779 0.00
H 0.257 0.898 3.162 0.00
H 3.705 -3.492 1.584 0.00
H 2.282 -4.801 3.157 0.00
H -0.203 -4.440 3.086 0.00
H -1.095 -2.749 1.537 0.00
C -2.496 0.192 3.941 0.00
C -1.719 -0.407 2.951 0.00
N -1.595 0.383 1.880 -0.01
N -2.300 1.506 2.175 0.00
C -2.843 1.413 3.397 0.00
B -2.389 2.739 1.237 -0.01
N -0.986 3.330 1.001 0.00
C -0.556 4.571 1.271 0.00
C 0.742 4.697 0.813 0.00
C 1.025 3.452 0.256 0.00
N -0.017 2.629 0.376 -0.01
N -3.013 2.312 -0.106 0.00
C -3.995 2.929 -0.774 0.00
C -4.274 2.212 -1.923 0.00
C -3.388 1.142 -1.875 0.00
N -2.629 1.190 -0.767 0.00
H -2.768 -0.209 4.906 0.00
H -1.223 -1.358 2.994 0.00
H -3.445 2.221 3.794 0.00
H -3.084 3.573 1.757 0.00
H -1.207 5.284 1.759 0.00
H 1.378 5.567 0.853 0.00
H 1.925 3.130 -0.252 0.00
H -4.430 3.842 -0.389 0.00
H -5.000 2.440 -2.689 0.00
H -3.255 0.343 -2.590 0.00
N -3.389 -1.586 -0.364 0.00
C -4.126 -2.688 -0.543 0.00
C -3.250 -3.714 -0.834 0.00
C -1.986 -3.111 -0.804 0.00
N -2.076 -1.812 -0.520 0.01
H -3.684 -0.646 -0.153 0.00
H -5.205 -2.668 -0.451 0.00
H -3.488 -4.750 -1.032 0.00
H -1.016 -3.564 -0.957 0.00
Cl -1.059 3.713 -2.552 0.00
Si -0.092 1.866 -2.769 -0.01
Cl -1.106 1.018 -4.431 0.00
Cl 1.705 2.523 -3.702 0.00
```

Results
2S+1	5
HOMO-LUMO gap (spin up / spin down)	7.9847 / 7.9522	eV
total charge	+1

=====

[3]
The following is a DFT calculation (wB97M-V/def2-TZVPD) of C19H32BrNO4Re as an isolated structure.

```
58
Properties=species:S:1:pos:R:3:mulliken_spin:R:1
Re 0.342 0.690 -0.248 1.15
C 2.027 -2.201 0.428 0.00
C 2.889 -1.440 -0.588 0.01
O 2.018 -0.661 -1.405 0.02
C 2.658 0.095 -2.425 0.01
C 3.384 1.331 -1.869 -0.01
O 2.541 1.963 -0.913 0.03
C 3.212 2.671 0.122 0.01
C 2.363 2.585 1.405 0.00
O 1.719 1.320 1.541 0.02
C 2.395 0.333 2.323 0.00
C 1.469 -0.884 2.398 0.01
O 1.101 -1.355 1.108 0.02
H 2.671 -2.727 1.141 0.00
H 1.418 -2.939 -0.104 0.00
H 3.446 -2.154 -1.207 0.00
H 3.615 -0.799 -0.076 0.00
H 1.861 0.410 -3.101 0.00
H 3.363 -0.530 -2.982 0.00
H 3.610 2.028 -2.683 0.00
H 4.324 1.024 -1.392 0.00
H 3.332 3.723 -0.160 0.00
H 4.209 2.242 0.288 0.00
H 1.550 3.313 1.364 0.00
H 2.999 2.790 2.270 0.00
H 2.567 0.720 3.334 0.00
H 3.360 0.058 1.879 0.00
H 0.528 -0.586 2.873 0.00
H 1.939 -1.677 2.991 0.00
C -2.597 -3.307 -2.471 0.00
C -2.055 -1.939 -2.674 -0.01
C -2.327 -1.218 -3.843 0.02
C -1.842 0.070 -3.975 -0.01
C -1.099 0.615 -2.939 0.03
Br -0.393 2.369 -3.085 0.00
N -0.816 -0.055 -1.807 -0.02
C -1.291 -1.314 -1.702 0.01
H -3.688 -3.269 -2.475 0.00
H -2.272 -3.737 -1.529 0.00
H -2.303 -3.968 -3.284 0.00
H -2.917 -1.673 -4.624 0.00
H -2.029 0.667 -4.857 0.00
H -1.053 -1.839 -0.783 0.00
C -3.135 3.259 -0.042 -0.01
C -2.358 2.125 0.645 -0.07
C -2.332 2.417 2.168 -0.02
C -3.030 0.771 0.411 0.02
C -0.938 2.126 0.244 -0.18
H -4.167 3.248 0.296 0.00
H -3.124 3.136 -1.122 0.00
H -2.705 4.223 0.209 0.00
H -3.359 2.460 2.522 0.00
H -1.858 3.368 2.384 0.00
H -1.819 1.629 2.710 0.00
H -3.994 0.744 0.911 0.00
H -2.407 -0.034 0.811 -0.02
H -3.200 0.611 -0.652 0.00
H -0.558 3.157 0.249 0.01
```

Results
2S+1	2
relative energy (zero: lowest compared OMol25 entry of this formula, charge and spin)	30.83	kcal/mol
HOMO-LUMO gap (spin up / spin down)	7.3801 / 7.4969	eV
total charge	+2

=====

[4]
The following is a DFT calculation (wB97M-V/def2-TZVPD) of C15H41NO11Sr as an isolated structure.

```
69
Properties=species:S:1:pos:R:3:mulliken_charge:R:1
Sr -3.665 -3.060 0.738 1.62
C 0.444 -1.961 2.031 -0.82
C -0.883 -2.348 1.438 1.05
O -1.460 -3.421 1.810 -0.98
O -1.362 -1.646 0.514 -0.22
H 1.282 -2.124 1.360 0.35
H 0.660 -2.518 2.943 0.10
H 0.356 -0.899 2.274 0.29
C -3.526 0.228 -1.824 -0.11
C -4.524 0.142 -0.705 0.22
O -5.674 0.556 -0.868 -0.70
O -4.139 -0.468 0.385 -0.78
H -3.431 1.226 -2.249 0.24
H -3.754 -0.424 -2.672 0.34
H -2.528 -0.078 -1.512 -0.24
C -2.197 0.362 4.396 -0.37
O -2.266 1.652 3.819 -0.55
H -2.835 -0.333 3.829 0.09
H -1.214 -0.119 4.332 0.15
H -2.543 0.419 5.421 0.35
H -1.928 1.545 2.913 0.40
C 0.040 -2.925 -2.347 -0.71
O -0.805 -1.773 -2.281 -0.56
H 0.205 -3.391 -1.369 0.27
H -0.428 -3.672 -2.988 0.29
H 1.016 -2.614 -2.723 0.22
H -0.912 -1.577 -1.334 0.37
O -1.274 -2.827 5.221 -0.63
H -0.739 -3.628 5.265 0.32
H -1.435 -2.688 4.281 0.28
O -0.593 -5.934 3.067 -0.60
H -1.252 -6.538 2.711 0.27
H -0.902 -5.049 2.817 0.37
O 2.588 -4.449 4.434 -0.63
H 2.553 -3.563 4.815 0.32
H 1.669 -4.744 4.402 0.31
O -1.518 1.205 1.000 -0.55
H -1.351 0.256 0.842 0.02
H -2.449 1.311 0.763 0.26
C 3.767 1.534 -2.172 -2.02
C 2.503 1.290 -1.363 2.11
C 2.468 2.265 -0.176 -1.22
C 2.037 3.725 -0.481 -0.73
C 0.691 3.652 -1.210 -0.79
C 0.735 2.783 -2.470 1.28
N 1.255 1.466 -2.091 0.92
O 1.102 0.523 -3.141 -0.59
C -0.656 2.680 -3.043 -1.82
C 1.628 3.493 -3.550 -1.80
C 2.521 -0.126 -0.788 -2.10
H 4.202 2.538 -2.111 0.38
H 3.675 1.324 -3.242 0.37
H 4.625 0.922 -1.870 0.41
H 1.764 1.925 0.585 0.26
H 3.457 2.335 0.286 0.34
H 2.758 4.306 -1.054 0.33
H 1.907 4.133 0.520 0.50
H 0.243 4.642 -1.298 0.46
H -0.012 3.096 -0.576 0.05
H -1.040 3.629 -3.421 0.44
H -0.814 1.876 -3.761 0.45
H -1.407 2.452 -2.273 0.14
H 2.688 3.350 -3.360 0.36
H 1.519 3.040 -4.540 0.36
H 1.214 4.500 -3.568 0.42
H 1.762 -0.276 -0.021 0.26
H 3.502 -0.344 -0.365 0.49
H 2.309 -0.845 -1.581 0.31
H 0.369 -0.022 -2.813 0.37
```

Results
HOMO-LUMO gap	5.2473	eV

=====

[5]
The following is a DFT calculation (wB97M-V/def2-TZVPD) of C23H33BrCoIN7 as an isolated structure.

```
66
Properties=species:S:1:pos:R:3:mulliken_spin:R:1
Co 0.054 0.284 0.605 2.68
C 3.489 -2.312 1.590 0.00
N 2.458 -2.037 0.583 0.01
C 1.200 -2.762 0.771 0.02
C 2.539 -0.996 -0.272 -0.01
N 1.407 -0.385 -0.638 0.03
C 1.246 0.174 -1.949 0.05
C 1.952 -0.250 -3.072 0.00
C 1.768 0.364 -4.299 0.00
C 0.878 1.420 -4.407 0.00
C 0.135 1.808 -3.304 0.00
C 0.275 1.156 -2.082 0.03
N -0.482 1.470 -0.902 0.04
C -1.705 2.027 -0.985 -0.02
N -2.041 2.943 -0.056 0.01
C -1.015 3.679 0.683 0.02
C -3.401 3.071 0.481 0.00
N -2.612 1.685 -1.919 0.01
C -3.579 2.638 -2.479 0.00
C -2.629 0.369 -2.554 0.00
N 3.745 -0.588 -0.688 0.01
C 4.859 -1.511 -0.928 0.00
C 3.972 0.783 -1.143 0.00
H 3.017 -2.348 2.576 0.00
H 4.236 -1.525 1.593 0.00
H 3.978 -3.270 1.415 0.00
H 1.427 -3.798 1.019 0.00
H 0.607 -2.742 -0.136 0.00
H 0.611 -2.350 1.599 0.00
H 2.658 -1.071 -2.977 0.00
H 2.323 0.027 -5.166 0.00
H 0.755 1.936 -5.351 0.00
H -0.561 2.636 -3.388 0.00
H -0.106 3.753 0.094 0.00
H -0.792 3.197 1.640 0.00
H -1.387 4.682 0.891 0.00
H -4.006 2.220 0.186 0.00
H -3.884 3.991 0.154 0.00
H -3.341 3.083 1.571 0.00
H -3.253 3.658 -2.292 0.00
H -4.584 2.498 -2.082 0.00
H -3.616 2.484 -3.558 0.00
H -1.988 -0.326 -2.021 0.00
H -2.287 0.428 -3.587 0.00
H -3.652 -0.009 -2.541 0.00
H 4.555 -2.537 -0.751 0.00
H 5.713 -1.271 -0.296 0.00
H 5.169 -1.421 -1.970 0.00
H 3.192 1.442 -0.767 0.00
H 3.987 0.846 -2.231 0.00
H 4.936 1.114 -0.758 0.00
Br -2.042 -4.273 1.056 0.00
C -2.394 -3.365 2.668 0.00
C -2.578 -4.116 3.819 0.00
C -2.800 -3.485 5.035 0.00
C -2.832 -2.101 5.119 0.00
C -2.662 -1.336 3.974 0.00
C -2.453 -1.979 2.764 0.00
I -2.317 -0.784 1.041 0.04
H -2.548 -5.196 3.757 0.00
H -2.952 -4.086 5.923 0.00
H -2.998 -1.610 6.069 0.00
H -2.712 -0.256 4.025 0.00
N 1.722 1.411 2.982 0.01
C 1.068 1.017 2.131 0.06
H 2.273 1.795 3.734 0.00
```

Results
2S+1	4
relative energy (zero: lowest compared OMol25 entry of this formula, charge and spin)	4.88	kcal/mol
HOMO-LUMO gap (spin up / spin down)	8.1208 / 7.0426	eV
total charge	+2

=====

[6]
The following is a DFT calculation (wB97M-V/def2-TZVPD) of one molecule with the formula C3H8N2O.

```
14
Properties=species:S:1:pos:R:3:nbo_charge:R:1
C -1.353 -0.862 1.397 -0.24
O -0.262 -0.659 0.542 -0.62
C -0.182 0.826 -0.074 0.18
N -0.635 1.007 -1.352 -0.71
C 1.105 0.820 -0.822 0.13
N 1.755 -0.356 -0.929 -0.85
H -1.104 -0.543 2.418 0.16
H -1.569 -1.934 1.425 0.19
H -2.226 -0.295 1.044 0.17
H -0.408 1.601 0.652 0.18
H -0.674 0.172 -1.933 0.37
H 1.637 1.731 -1.071 0.21
H 2.760 -0.416 -0.830 0.40
H 1.155 -1.092 -0.466 0.43
```

Results
relative energy (zero: lowest compared OMol25 entry of this formula, charge and spin)	96.06	kcal/mol
HOMO-LUMO gap	9.0220	eV

=====

[7]
The following is a DFT calculation (wB97M-V/def2-TZVPD) of C46H36BrClN8O6Tl as an isolated structure.

```
99
Properties=species:S:1:pos:R:3:mulliken_charge:R:1
Tl -1.304 0.334 0.433 1.72
C -2.226 -0.277 4.983 -0.92
C -2.686 -0.346 3.662 -0.18
N -2.080 -1.022 2.716 -0.09
C -0.967 -1.718 3.013 -0.01
C -0.412 -1.712 4.321 1.38
C -1.078 -0.950 5.304 -0.81
C 0.779 -2.414 4.584 -0.88
C 1.419 -3.060 3.554 -1.14
C 0.894 -3.081 2.268 -0.38
C -0.317 -2.454 1.952 0.40
N -0.901 -2.356 0.748 -0.10
C -0.634 -3.014 -0.378 0.16
C 0.056 -4.230 -0.531 -0.85
C 0.398 -4.725 -1.780 -0.65
C 0.024 -4.084 -2.940 -1.05
C -0.829 -2.969 -2.862 1.21
C -1.380 -2.340 -4.000 -0.66
C -2.273 -1.312 -3.846 -1.18
C -2.597 -0.904 -2.547 -0.04
N -2.070 -1.440 -1.475 -0.10
C -1.194 -2.445 -1.589 0.06
H -2.754 0.318 5.712 0.39
H -3.588 0.178 3.370 0.34
H -0.663 -0.899 6.301 0.41
H 1.183 -2.410 5.586 0.40
H 2.356 -3.573 3.735 0.33
H 1.472 -3.550 1.487 0.34
H 0.334 -4.795 0.345 0.64
H 0.994 -5.628 -1.839 0.39
H 0.330 -4.452 -3.910 0.35
H -1.102 -2.698 -4.985 0.38
H -2.729 -0.828 -4.700 0.41
H -3.321 -0.119 -2.373 0.36
O 0.534 2.873 6.035 -0.60
C 1.647 2.373 5.573 0.37
O 2.693 2.441 6.189 -0.67
C 1.593 1.682 4.254 -0.36
C 2.604 0.869 3.768 0.34
Cl 4.058 0.537 4.575 -0.24
N 2.230 0.392 2.548 0.55
N 1.019 0.884 2.235 0.19
C 0.611 1.651 3.224 0.31
C -0.733 2.376 3.160 0.32
O -1.204 2.771 4.252 -0.90
O -1.251 2.538 2.052 -0.38
C 2.858 -0.510 1.668 1.21
C 4.126 -1.036 1.895 -1.08
C 4.642 -1.989 1.033 -1.19
C 3.926 -2.420 -0.068 -1.46
C 2.688 -1.856 -0.328 -0.41
C 2.161 -0.912 0.531 0.69
H -0.259 2.817 5.332 0.37
H 4.716 -0.721 2.735 0.46
H 5.619 -2.399 1.241 0.37
H 4.326 -3.194 -0.708 0.48
H 2.111 -2.178 -1.182 1.16
H 1.187 -0.499 0.338 -1.16
Br 1.901 5.403 -3.782 -0.21
C 0.444 4.572 -2.867 -0.10
C 0.596 4.197 -1.542 -0.49
C -0.434 3.543 -0.904 0.04
C -1.630 3.269 -1.583 -0.80
C -1.764 3.688 -2.911 -0.48
C -0.727 4.331 -3.558 -0.57
N -2.564 2.471 -1.002 0.73
C -3.780 2.700 -0.745 -0.89
C -4.623 1.648 -0.191 0.94
C -6.008 1.810 -0.068 -1.15
C -6.756 0.767 0.448 -0.35
C -6.102 -0.385 0.866 -1.11
C -4.718 -0.445 0.742 -0.42
N -4.015 0.530 0.207 0.45
H 1.518 4.403 -1.019 0.42
H -0.347 3.236 0.127 0.60
H -2.670 3.458 -3.451 0.45
H -0.831 4.643 -4.588 0.43
H -4.246 3.684 -0.882 0.26
H -6.483 2.728 -0.379 0.48
H -7.832 0.852 0.536 0.41
H -6.655 -1.216 1.277 0.45
H -4.138 -1.291 1.084 0.59
O 2.071 1.508 -1.360 -0.27
C 1.269 1.131 -2.335 -0.41
O 0.131 0.780 -2.186 -0.31
C 1.951 1.150 -3.719 0.75
N 3.313 1.663 -3.564 -0.50
C 4.256 0.672 -4.074 -0.89
C 3.526 -0.651 -3.852 -0.03
C 2.090 -0.294 -4.235 -0.27
H 1.329 1.759 -4.382 0.31
H 2.944 1.711 -1.791 0.53
H 3.447 2.582 -3.967 0.22
H 5.198 0.735 -3.524 0.41
H 4.469 0.814 -5.144 0.34
H 3.579 -0.930 -2.798 -0.31
H 3.939 -1.461 -4.453 0.56
H 1.349 -0.953 -3.785 -0.29
H 1.969 -0.325 -5.319 0.46
```

Results
HOMO-LUMO gap	5.1960	eV
total charge	-1

=====

[8]
The following is a DFT calculation (wB97M-V/def2-TZVPD) of C35H35F5GeO6RuSe as an isolated structure.

```
84
Properties=species:S:1:pos:R:3:mulliken_spin:R:1
Ru -1.141 -0.810 1.265 3.86
C -4.095 -1.699 2.839 0.01
C -2.919 -2.167 3.676 0.00
O -1.778 -1.310 3.542 0.06
C -1.726 -0.130 4.349 0.01
C -2.461 1.040 3.734 0.00
O -2.025 1.175 2.384 0.04
C -2.827 2.080 1.620 0.02
C -2.541 1.847 0.152 0.02
O -2.542 0.459 -0.170 -0.02
C -3.769 -0.188 -0.499 0.01
C -4.518 -0.661 0.730 0.01
O -3.576 -1.303 1.582 0.04
H -4.627 -0.863 3.303 0.00
H -4.803 -2.525 2.722 0.00
H -2.579 -3.143 3.333 0.00
H -3.204 -2.243 4.727 0.00
H -0.666 0.115 4.424 -0.01
H -2.106 -0.338 5.351 0.01
H -2.229 1.946 4.302 0.00
H -3.544 0.899 3.743 0.00
H -2.585 3.111 1.889 0.00
H -3.880 1.903 1.855 0.00
H -1.544 2.200 -0.119 -0.02
H -3.263 2.384 -0.465 0.01
H -3.479 -1.050 -1.097 0.00
H -4.395 0.474 -1.101 0.00
H -5.301 -1.363 0.428 0.00
H -4.992 0.163 1.273 0.00
F 2.335 -1.634 7.624 0.00
C 2.094 -1.569 6.325 0.02
C 2.056 -0.341 5.688 -0.01
F 2.257 0.776 6.379 0.00
C 1.793 -0.286 4.330 -0.02
F 1.748 0.915 3.744 0.00
C 1.561 -1.433 3.587 0.11
Se 1.317 -1.338 1.699 0.65
C 1.611 -2.651 4.247 -0.01
F 1.396 -3.781 3.575 0.00
C 1.870 -2.731 5.603 -0.01
F 1.901 -3.906 6.216 0.00
O -1.405 -2.449 -0.253 0.16
C -0.545 -1.931 -1.031 -0.02
O -0.120 -0.768 -0.784 0.11
C 0.043 -2.681 -2.189 0.00
C 0.732 -1.803 -3.240 0.01
Ge 1.408 -0.009 -2.769 -0.02
C 2.635 0.120 -1.272 0.01
C 3.639 -0.837 -1.126 0.01
C 4.530 -0.780 -0.061 0.00
C 4.431 0.243 0.872 -0.01
C 3.437 1.203 0.740 0.00
C 2.541 1.135 -0.321 0.01
C 2.493 0.427 -4.352 0.00
C 3.863 0.686 -4.301 0.00
C 4.595 0.939 -5.455 0.00
C 3.967 0.938 -6.691 0.00
C 2.601 0.695 -6.766 0.00
C 1.879 0.448 -5.609 0.00
C 0.023 1.367 -2.829 -0.01
C 0.380 2.713 -2.730 0.00
C -0.571 3.718 -2.868 0.00
C -1.891 3.392 -3.147 0.00
C -2.258 2.058 -3.271 0.00
C -1.310 1.058 -3.095 0.00
H -0.730 -3.326 -2.609 0.01
H 0.768 -3.357 -1.723 0.00
H 0.053 -1.615 -4.077 0.00
H 1.589 -2.326 -3.663 0.00
H 3.743 -1.633 -1.856 0.00
H 5.305 -1.529 0.036 0.00
H 5.132 0.296 1.696 0.00
H 3.358 2.005 1.464 0.00
H 1.762 1.886 -0.406 0.01
H 4.375 0.699 -3.345 0.00
H 5.657 1.137 -5.386 0.00
H 4.536 1.131 -7.591 0.00
H 2.100 0.703 -7.726 0.00
H 0.808 0.284 -5.691 0.00
H 1.417 2.987 -2.571 0.00
H -0.274 4.756 -2.791 0.00
H -2.625 4.175 -3.290 0.00
H -3.281 1.800 -3.523 0.00
H -1.615 0.020 -3.191 0.00
```

Results
2S+1	6
relative energy (zero: lowest compared OMol25 entry of this formula, charge and spin)	0.00	kcal/mol
HOMO-LUMO gap (spin up / spin down)	8.5360 / 5.6940	eV
total charge	+1